[1]
{"formula": "C36H27F3N9O4ReS", "method": "wB97M-V/def2-TZVPD", "species": ["Re", "O", "C", "C", "C", "C", "C", "C", "C", "O", "N", "N", "C", "C", "C", "C", "C", "C", "N", "H", "H", "H", "H", "H", "H", "H", "H", "H", "H", "N", "C", "C", "C", "C", "C", "C", "S", "O", "O", "N", "C", "N", "C", "C", "C", "N", "H", "H", "H", "H", "H", "H", "H", "H", "H", "F", "C", "F", "F", "C", "C", "C", "N", "C", "C", "H", "H", "H", "H", "N", "C", "C", "C", "C", "C", "C", "C", "H", "H", "H", "H"], "coordinates": [[-0.20425, -0.45933, 1.19032], [-1.01045, 2.10727, -2.50628], [-1.05345, 3.32127, -1.91058], [-1.33675, 4.46927, -2.64728], [-1.39265, 5.70707, -2.03548], [-1.15865, 5.82287, -0.67088], [-0.86825, 4.69737, 0.06952], [-0.82655, 3.43247, -0.52538], [-0.56965, 2.24747, 0.29802], [-0.25855, 1.13727, -0.22888], [-0.73785, 2.36527, 1.61932], [-0.60485, 1.22277, 2.25092], [-1.05575, 1.04647, 3.47162], [-1.16685, -0.30433, 3.91842], [-1.69495, -0.65613, 5.16592], [-1.90695, -1.98543, 5.46242], [-1.58925, -2.94903, 4.51002], [-1.04015, -2.54383, 3.30752], [-0.81485, -1.26633, 3.01952], [-1.20325, 2.20467, -3.44868], [-1.50965, 4.37877, -3.71258], [-1.62005, 6.58507, -2.62068], [-1.20785, 6.78687, -0.18928], [-0.65655, 4.76227, 1.12442], [-1.44615, 1.87137, 4.05062], [-1.94785, 0.12277, 5.86462], [-2.32135, -2.27703, 6.41322], [-1.77475, -3.99333, 4.69692], [-0.77375, -3.26653, 2.54592], [-4.64725, 0.68737, -5.01868], [-4.24975, 0.16287, -3.82428], [-3.74345, -1.14523, -3.74688], [-3.24655, -1.63623, -2.55838], [-3.26775, -0.83143, -1.43248], [-3.78065, 0.45387, -1.47638], [-4.26285, 0.95517, -2.66568], [-2.68505, -1.46173, 0.10552], [-3.42375, -2.60473, 0.54162], [-2.63275, -0.34483, 1.04442], [-1.08975, -1.84313, -0.02118], [-0.44385, -2.91063, -0.49828], [0.79275, -3.00863, 0.03442], [1.59245, -3.93393, -0.44998], [1.17375, -4.81733, -1.43708], [-0.14405, -4.68633, -1.85568], [-0.94845, -3.73753, -1.41048], [-4.78445, 0.06027, -5.79518], [-5.22065, 1.51547, -5.00378], [-3.75375, -1.77023, -4.62788], [-2.83205, -2.62943, -2.47628], [-3.80075, 1.04567, -0.57548], [-4.66305, 1.95787, -2.72068], [2.59415, -3.96573, -0.04208], [1.83215, -5.56233, -1.84888], [-0.56185, -5.35593, -2.59478], [6.04455, 1.81887, -2.36818], [5.02365, 1.38557, -3.11388], [5.52535, 0.49117, -3.98178], [4.58855, 2.42767, -3.83088], [3.92595, 0.76727, -2.28448], [2.60855, 0.78747, -2.71768], [1.64825, 0.18277, -1.91728], [1.94405, -0.40123, -0.76798], [3.20925, -0.46373, -0.38598], [4.24365, 0.11667, -1.10168], [2.33805, 1.26667, -3.64358], [0.60635, 0.19537, -2.19998], [3.40435, -0.98933, 0.53472], [5.26035, 0.07377, -0.74838], [6.00125, -0.75493, 5.40572], [5.09985, -0.68503, 4.70242], [3.97365, -0.60973, 3.84732], [3.52685, 0.61887, 3.36352], [2.39305, 0.68497, 2.57442], [1.66655, -0.46343, 2.23432], [2.16745, -1.69203, 2.69272], [3.29315, -1.77343, 3.48712], [4.06445, 1.51607, 3.62642], [2.07505, 1.65507, 2.21322], [1.67045, -2.60713, 2.40512], [3.64615, -2.72843, 3.84582]], "homo_energy_ev": [-10.79, -10.86], "multiplicity": 4, "s_squared": 3.807, "homo_lumo_gap_ev": [6.8, 6.4], "e_lumo_ev": [-3.96, -4.47], "charge": 1}



[2]
{"formula": "C54H101F15O27", "method": "wB97M-V/def2-TZVPD", "species": ["O", "C", "O", "C", "C", "C", "H", "H", "H", "H", "H", "H", "C", "C", "O", "C", "O", "C", "F", "F", "F", "H", "H", "H", "H", "H", "C", "C", "O", "C", "O", "C", "F", "F", "F", "H", "H", "H", "H", "H", "C", "C", "O", "C", "O", "C", "F", "F", "F", "H", "H", "H", "H", "H", "C", "C", "O", "C", "O", "C", "F", "F", "F", "H", "H", "H", "H", "H", "C", "C", "O", "C", "O", "C", "F", "F", "F", "H", "H", "H", "H", "H", "C", "O", "C", "C", "O", "C", "C", "O", "C", "H", "H", "H", "H", "H", "H", "H", "H", "H", "H", "H", "H", "H", "H", "C", "O", "C", "C", "O", "C", "C", "O", "C", "H", "H", "H", "H", "H", "H", "H", "H", "H", "H", "H", "H", "H", "H", "C", "O", "C", "C", "O", "C", "C", "O", "C", "H", "H", "H", "H", "H", "H", "H", "H", "H", "H", "H", "H", "H", "H", "C", "O", "C", "C", "O", "C", "C", "O", "C", "H", "H", "H", "H", "H", "H", "H", "H", "H", "H", "H", "H", "H", "H", "C", "O", "C", "C", "O", "C", "C", "O", "C", "H", "H", "H", "H", "H", "H", "H", "H", "H", "H", "H", "H", "H", "H"], "coordinates": [[3.75223, 1.30385, 2.77905], [4.78173, 0.81699, 3.17325], [5.81881, 0.50318, 2.31109], [6.84464, -0.15308, 3.05075], [6.60494, 0.33064, 4.52239], [5.07964, 0.36341, 4.53718], [7.75236, 0.24889, 2.65687], [6.79612, -1.18521, 2.90656], [7.00889, 1.35499, 4.52354], [7.14489, -0.23816, 5.31027], [4.63319, 0.99928, 5.32979], [4.60227, -0.64917, 4.72690], [-6.55670, 0.81830, -1.63176], [-7.25703, 2.19753, -1.58594], [-6.16016, 3.17426, -1.94133], [-6.54027, 4.40233, -2.21300], [-7.64819, 4.82199, -2.32900], [-5.43647, 5.42508, -2.40373], [-5.59249, 6.41658, -1.53871], [-4.16267, 5.05636, -2.26300], [-5.54506, 5.99669, -3.66147], [-6.95294, 0.02669, -1.02276], [-5.51017, 0.96662, -1.32615], [-6.67191, 0.42627, -2.63577], [-7.65309, 2.37457, -0.61460], [-8.02018, 2.37249, -2.35176], [1.22191, 0.12333, 5.27792], [1.08851, -0.49124, 3.84510], [0.15671, -1.61239, 3.93454], [0.66062, -2.78617, 4.17490], [1.80653, -3.05376, 4.31166], [-0.56606, -3.79140, 4.30537], [-0.05583, -5.02250, 4.51960], [-1.45072, -3.42793, 5.20279], [-1.22519, -3.75187, 3.08471], [1.72653, 1.08393, 5.18957], [1.86572, -0.45594, 5.94122], [0.26549, 0.38600, 5.72548], [2.01183, -0.80906, 3.35800], [0.55387, 0.24872, 3.27008], [2.92076, 2.76988, -1.49326], [1.71844, 2.65706, -0.67318], [0.51470, 3.15552, -1.28778], [-0.60230, 2.55926, -0.83219], [-0.70415, 1.60021, -0.12415], [-1.78793, 3.31916, -1.36322], [-1.68245, 4.62016, -1.03556], [-1.63470, 3.27748, -2.77106], [-2.92112, 2.76603, -1.02005], [3.72959, 2.27498, -0.95934], [3.19793, 3.82339, -1.70066], [2.78897, 2.22400, -2.46402], [1.77037, 3.14664, 0.37919], [1.55020, 1.58777, -0.51464], [1.33252, 0.73363, -8.14785], [2.50083, -0.06693, -7.60863], [2.42891, -1.61415, -7.79240], [1.56434, -2.25153, -7.04952], [1.03199, -1.75629, -6.09588], [1.29806, -3.67920, -7.48166], [1.85535, -4.04324, -8.66450], [1.76912, -4.54138, -6.56957], [0.00139, -3.74414, -7.61518], [1.68734, 1.80498, -8.21842], [0.43218, 0.63178, -7.59550], [1.09398, 0.44368, -9.14362], [2.66478, 0.09394, -6.56129], [3.49710, 0.04188, -8.03747], [4.96924, 0.11767, -2.84922], [5.36125, -0.68109, -1.62021], [5.08847, -2.11411, -1.93694], [5.40552, -2.93557, -0.94021], [5.84275, -2.55296, 0.10247], [5.01926, -4.38819, -1.45218], [3.88777, -4.32296, -2.13090], [6.00184, -4.84479, -2.24375], [4.83425, -5.17107, -0.36388], [3.95520, 0.04929, -3.28645], [5.68463, -0.21567, -3.64111], [5.30765, 1.18099, -2.56185], [4.78734, -0.33106, -0.71472], [6.42496, -0.61318, -1.40811], [-1.16373, 2.39730, 2.77009], [-0.94408, 3.13322, 3.98203], [-1.43382, 4.47515, 3.85108], [-0.90466, 5.34359, 4.99525], [0.45758, 5.59796, 4.78577], [1.09757, 6.09879, 5.99537], [2.61779, 6.21078, 5.79682], [3.33779, 5.06308, 6.10645], [3.23564, 3.90481, 5.30443], [-2.10361, 2.69132, 2.26780], [-1.13736, 1.34745, 3.01264], [-0.38600, 2.73213, 2.06529], [-2.53053, 4.62288, 3.94608], [-1.12022, 4.98856, 2.92667], [-1.12097, 4.86321, 5.94057], [-1.46753, 6.32007, 4.95042], [0.91560, 5.41197, 6.82849], [0.67662, 7.12717, 6.14290], [2.97788, 7.05566, 6.41048], [2.76461, 6.55543, 4.80385], [3.24003, 4.19725, 4.27983], [2.41302, 3.22881, 5.50969], [4.07420, 3.27764, 5.48282], [-9.43024, -0.97044, -5.64093], [-8.11888, -0.45799, -5.79300], [-8.00510, 0.90249, -5.47411], [-6.57941, 1.33340, -5.56637], [-6.43387, 2.56624, -4.96201], [-5.66882, 3.55837, -5.66413], [-4.18144, 3.29081, -5.51619], [-3.75707, 2.49507, -6.62735], [-2.39982, 2.06083, -6.53561], [-10.16685, -0.61386, -6.42654], [-9.76601, -0.66997, -4.64590], [-9.38082, -2.06581, -5.72714], [-8.34682, 1.01419, -4.43514], [-8.61342, 1.54856, -6.07887], [-6.16543, 1.37054, -6.62725], [-5.99671, 0.60104, -5.01389], [-5.94497, 4.42880, -5.08100], [-5.95663, 3.65176, -6.71709], [-3.90767, 2.85351, -4.52379], [-3.70908, 4.28924, -5.58309], [-2.20694, 1.47623, -7.41849], [-2.33132, 1.43384, -5.65636], [-1.74695, 2.97520, -6.58132], [0.08609, 1.18559, -4.44734], [0.65539, 0.43283, -3.38519], [-0.16116, -0.66173, -2.96100], [0.68282, -1.49329, -1.97854], [-0.08013, -2.63671, -1.69793], [0.68824, -3.62937, -1.00890], [1.40243, -3.14135, 0.21106], [2.59053, -2.51345, -0.08241], [2.89328, -1.67256, 1.01174], [0.77699, 1.97109, -4.71438], [-0.80204, 1.70809, -4.19973], [-0.03898, 0.52060, -5.29996], [-0.50036, -1.33494, -3.82573], [-1.11668, -0.25695, -2.49686], [0.96014, -0.97852, -1.08892], [1.68621, -1.69587, -2.51403], [1.46474, -4.12630, -1.64954], [-0.07242, -4.40555, -0.76294], [1.51656, -3.94060, 0.95141], [0.73523, -2.39903, 0.60283], [2.38994, -0.74785, 0.98644], [3.97243, -1.46907, 1.04199], [2.60558, -2.16186, 1.92236], [5.45608, -8.83474, 4.70050], [4.09400, -9.04289, 4.30866], [3.33184, -7.85372, 4.41847], [3.67185, -6.74682, 3.41410], [4.62617, -5.91219, 3.98830], [4.77118, -4.58524, 3.49394], [4.86732, -3.65994, 4.71381], [6.11717, -3.12184, 5.20144], [6.93212, -4.04682, 5.94624], [6.04469, -9.74141, 4.63154], [5.49745, -8.52698, 5.72585], [5.97814, -8.06719, 4.06772], [3.36600, -7.46118, 5.42272], [2.34379, -8.20831, 4.21898], [2.75953, -6.15217, 3.26479], [4.07195, -7.22476, 2.48632], [3.96569, -4.32583, 2.91697], [5.68589, -4.42103, 2.86174], [4.36038, -4.17239, 5.50917], [4.34607, -2.74868, 4.47075], [7.86508, -3.48181, 6.05547], [7.05257, -4.90737, 5.34538], [6.51545, -4.26404, 6.96628], [-4.56583, -2.71561, -1.83762], [-4.71804, -2.29374, -0.50608], [-3.87933, -1.14027, -0.23263], [-3.86024, -0.79373, 1.21798], [-5.05257, -0.26073, 1.80906], [-4.74500, 0.53562, 2.91830], [-5.21870, 1.89043, 2.72183], [-4.40010, 2.53917, 1.72862], [-4.92924, 3.87457, 1.58263], [-3.49461, -2.86849, -2.06077], [-5.02125, -2.01964, -2.46972], [-5.13816, -3.67760, -1.84071], [-4.33293, -0.29928, -0.80628], [-2.87226, -1.32402, -0.65012], [-3.12843, -0.00863, 1.41376], [-3.61332, -1.69860, 1.73571], [-3.68965, 0.63491, 3.17289], [-5.13479, 0.07331, 3.84162], [-5.24271, 2.40167, 3.65916], [-6.23690, 2.01013, 2.32442], [-5.10418, 4.32323, 2.51800], [-5.93174, 3.75233, 1.10530], [-4.18543, 4.47991, 1.09065]], "homo_energy_ev": -9.54, "homo_lumo_gap_ev": 10.0, "e_lumo_ev": 0.49, "smiles": "CCOC(=O)C(F)(F)F.CCOC(=O)C(F)(F)F.CCOC(=O)C(F)(F)F.CCOC(=O)C(F)(F)F.CCOC(=O)C(F)(F)F.COCCOCCOC.COCCOCCOC.COCCOCCOC.COCCOCCOC.COCCOCCOC.O=C1CCCO1"}